Formula: C26H34Cl2F18O12
Source: the OMol25 dataset
Level of theory: ωB97M-V/def2-TZVPD

Element x y z (Å)
C 7.1289 -21.6755 -1.3074
C 7.5608 -21.3923 -2.7426
O 7.7383 -20.0167 -2.9695
C 7.7918 -19.6548 -4.2441
O 8.1271 -20.3396 -5.2114
C 7.5912 -18.1043 -4.4349
F 8.7341 -17.6598 -4.9943
F 6.5603 -17.9408 -5.2944
F 7.3578 -17.4437 -3.3240
H 7.8007 -21.3604 -0.5090
H 7.1173 -22.7562 -1.1659
H 6.1094 -21.3227 -1.1516
H 6.7226 -21.6864 -3.3743
H 8.4614 -21.9266 -3.0452
C 7.2503 -25.9377 -2.2579
C 7.6125 -27.1990 -2.8786
O 6.8272 -28.2866 -2.3354
C 7.2764 -28.9848 -1.3085
O 8.3823 -28.8073 -0.7591
C 6.2616 -30.1278 -0.9021
F 5.0984 -29.9947 -1.5373
F 6.8490 -31.2921 -1.1974
F 6.0166 -30.1055 0.4024
H 6.1901 -25.6845 -2.2544
H 7.8230 -25.0903 -2.6350
H 7.5357 -25.9997 -1.2078
H 8.6866 -27.3123 -2.7318
H 7.3709 -27.1609 -3.9408
C 11.6511 -18.0248 -4.8724
C 13.1420 -18.4112 -4.9921
O 13.9160 -17.2216 -4.7099
C 14.3298 -16.8778 -3.4871
O 14.0612 -17.4450 -2.4182
C 14.9915 -15.4705 -3.3714
F 16.1821 -15.6306 -2.7515
F 15.2018 -14.8792 -4.5434
F 14.3076 -14.6874 -2.5411
H 11.4072 -17.1998 -5.5417
H 11.3789 -17.7194 -3.8621
H 10.9548 -18.8019 -5.1876
H 13.4398 -18.9344 -5.9008
H 13.3036 -19.2002 -4.2576
C 7.4679 -15.5629 -6.9892
C 8.7180 -14.8523 -7.6505
O 8.9294 -15.2678 -8.9918
C 8.2637 -14.7338 -9.9590
O 7.2798 -13.9632 -9.8517
C 8.6793 -15.0865 -11.4092
F 7.7277 -15.6814 -12.0804
F 9.0957 -13.9561 -12.0212
F 9.7233 -15.9388 -11.4036
H 6.5919 -15.2400 -7.5517
H 7.3071 -15.4218 -5.9204
H 7.5636 -16.6445 -7.0848
H 9.5725 -15.1290 -7.0330
H 8.5648 -13.7750 -7.5863
C 7.5676 -16.2875 -0.0996
C 6.1874 -16.1816 0.6287
O 5.3024 -16.9238 -0.2259
C 4.0533 -17.1544 0.0460
O 3.5339 -17.0261 1.1698
C 3.2803 -17.6543 -1.1932
F 4.0612 -17.6192 -2.2739
F 2.9436 -18.8969 -1.0033
F 2.2359 -16.9111 -1.3950
H 8.4021 -15.7567 0.3587
H 7.4771 -16.0217 -1.1528
H 7.9859 -17.2938 -0.0787
H 5.8282 -15.1526 0.6461
H 6.1802 -16.5153 1.6664
C 3.5592 -26.5156 -2.9178
C 3.4078 -25.0391 -2.4756
O 3.1959 -24.2373 -3.6347
C 4.2526 -23.8885 -4.4257
O 5.4070 -24.3605 -4.3649
C 4.0428 -22.6756 -5.3384
F 2.9101 -22.0355 -5.1388
F 5.0300 -21.8364 -5.0750
F 4.1382 -23.0267 -6.5952
H 2.6331 -26.8646 -3.3746
H 3.7900 -27.0925 -2.0223
H 4.3005 -26.6688 -3.7021
H 4.2612 -24.5786 -1.9778
H 2.5142 -24.8861 -1.8706
Cl 5.2268 -27.1165 0.2516
C 5.1407 -26.0389 1.7640
C 5.3109 -24.5510 1.4844
Cl 3.9010 -23.7469 0.7543
H 5.8952 -26.4004 2.4626
H 4.1727 -26.1941 2.2404
H 6.1577 -24.4566 0.8046
H 5.5657 -24.1303 2.4571

Output
**Energy relative to the best compared isomer or geometry (same formula, charge and spin)**: 54.13 kcal per mole
**Frontier orbital gap**: 11.25 eV
**Total charge**: 0
**Strongest force on any atom**: 5.4 eV/A